# C22H29N6O5S

3 unconnected molecules or ions with the total composition C22H29N6O5S (ωB97M-V/def2-TZVPD, the Open Molecules 2025 dataset).

## Properties
Energy ... -1958.20596 Ha
Charge ... +1
Kohn-Sham gap ... 8.7 eV
HOMO energy ... -11.563 eV

Structure (XYZ):
```
63
Properties=species:S:1:pos:R:3:forces:R:3:nbo_charge:R:1
H -5.060965 0.661999 1.672429 0.053 -0.001 0.341 0.229
H -1.775482 5.836900 1.215256 0.013 -0.019 0.004 0.229
H 3.145351 -6.385881 -3.083019 -0.044 -0.001 0.081 0.252
C -2.784750 4.781219 -0.349038 0.037 -0.029 0.120 -0.218
H -1.041766 7.675271 -0.259797 0.009 0.004 0.003 0.231
C 4.947672 -4.513654 -0.897000 0.086 0.093 0.087 -0.216
C -4.155586 1.032674 1.201144 -0.367 -0.041 -0.217 -0.243
N -3.891755 3.677110 -2.258365 0.004 -0.092 -0.102 0.526
C -2.693140 5.798825 -2.540272 0.036 0.113 -0.140 -0.205
N 2.715755 -5.505155 -0.604837 -0.029 -0.029 0.041 0.522
C -3.101444 4.783715 -1.695673 0.020 0.042 0.068 0.078
H -1.661467 -0.000805 3.304085 -0.044 0.203 0.154 0.236
C -0.966219 -1.893346 1.563490 0.014 0.176 0.000 -0.395
C -1.621345 6.857454 -0.665588 -0.017 -0.022 -0.010 -0.167
C 6.077570 -4.303521 -1.669824 -0.013 -0.030 -0.076 -0.207
C 3.968234 -5.803881 -2.696399 -0.038 -0.077 -0.139 -0.208
S 2.585915 0.063128 2.797466 0.540 0.154 0.017 0.318
H -4.341436 2.031735 0.821343 -0.092 0.059 -0.100 0.251
C -2.036153 5.825237 0.166312 0.010 0.049 -0.039 -0.201
H -3.259797 -0.774831 3.109066 -0.079 -0.131 -0.022 0.238
H 7.042176 -4.677970 -3.547050 0.004 0.005 -0.006 0.227
H -1.263532 -2.804996 1.050334 -0.053 -0.107 -0.009 0.230
H -1.625288 7.646929 -2.660153 -0.004 0.004 -0.017 0.233
C -1.995713 -0.786057 1.337304 -0.450 -0.041 -0.292 -0.066
H 4.878883 -4.107286 0.100709 -0.072 -0.058 0.024 0.242
O 2.672967 -4.996807 0.503255 0.065 -0.029 -0.040 -0.408
H -2.949879 5.777574 -3.588596 -0.054 -0.068 0.010 0.256
O 1.835226 -6.191724 -1.073289 -0.044 0.004 -0.030 -0.360
C -1.949064 6.843092 -2.014363 0.012 -0.024 0.077 -0.197
C 1.341684 2.473873 0.154107 -0.662 0.669 0.278 0.283
C -3.790982 0.091771 0.064266 0.176 -0.321 -0.050 -0.248
H 6.900137 -3.725944 -1.271818 0.005 0.004 0.012 0.226
C 2.830775 -1.258172 1.576048 -0.146 -0.497 0.148 -0.523
H -2.881116 -1.683370 -0.249461 -0.134 -0.180 0.023 0.378
N 1.077941 2.225969 2.264742 0.260 -0.505 -0.273 -0.342
C 0.389789 -1.379420 1.080592 -0.366 -0.377 -0.053 -0.387
H -0.899229 -2.119030 2.627761 -0.047 -0.179 0.078 0.210
C 6.155590 -4.839361 -2.948875 -0.018 -0.004 0.010 -0.170
H 1.825676 -2.947945 0.762588 -0.011 -0.166 0.078 0.242
H -1.488219 0.036999 0.801556 0.234 0.008 0.020 0.155
H 5.165311 -6.001509 -4.456676 -0.008 -0.010 -0.008 0.229
N -3.099090 1.152400 2.261166 0.226 -0.178 0.277 -0.494
H -2.325629 1.744787 1.952074 -0.014 0.095 -0.196 0.437
H -3.116436 3.977033 0.289554 -0.057 -0.031 -0.060 0.211
N 0.725357 2.993773 1.156716 0.199 -0.235 -0.188 -0.305
C 1.889135 1.310461 1.819540 -0.568 0.420 0.330 0.282
C -2.494627 -0.175645 2.627598 0.394 0.106 -0.026 -0.227
C 5.102330 -5.585302 -3.461173 0.059 0.053 0.045 -0.203
H 1.447386 -2.691840 2.450908 0.038 0.050 0.163 0.214
N -3.179708 -1.147952 0.557489 0.195 0.244 0.054 -0.608
C 3.912151 -5.263516 -1.424942 0.101 -0.004 -0.038 0.078
O -4.271160 2.789475 -1.505587 0.101 0.078 0.208 -0.438
H 0.342572 -1.300707 -0.007954 0.133 0.084 -0.102 0.204
H -3.480866 1.602761 3.091510 -0.116 0.047 -0.014 0.438
H -4.724613 -0.153156 -0.434363 -0.082 0.084 -0.123 0.245
O -4.115494 3.693155 -3.443765 -0.037 0.004 -0.052 -0.335
C 1.612702 -2.182494 1.504202 0.002 0.430 -0.480 -0.415
H 3.071456 -0.847281 0.600608 -0.006 0.216 -0.024 0.236
H -3.151315 0.585901 -0.671861 0.083 0.217 0.049 0.197
H 1.264474 2.839242 -0.852828 0.272 -0.268 -0.223 0.217
H 3.711358 -1.802256 1.908724 0.060 0.005 0.111 0.245
H 0.463252 -0.364330 1.459188 0.029 0.009 0.061 0.184
O 2.094439 1.404681 0.479438 0.201 0.023 0.175 -0.424
```
Forces are in eV/Å.

=====

# C6H6Cl3N4

2 unconnected molecules or ions with the total composition C6H6Cl3N4 in a non-equilibrium geometry (ωB97M-V/def2-TZVPD, the Open Molecules 2025 dataset).

## Properties
Energy ... -1831.55188 Ha
Charge ... +1
Kohn-Sham gap ... 9.4 eV
HOMO energy ... -13.507 eV

Structure (XYZ):
```
19
Properties=species:S:1:pos:R:3:forces:R:3:nbo_charge:R:1
H 1.406353 -0.949095 -2.155669 0.115 -2.296 -2.398 0.411
Cl -3.265388 -0.174763 1.405377 -0.171 0.197 -0.282 0.123
N -0.943771 1.554351 0.510641 -0.182 -0.045 0.976 -0.439
C 1.386699 1.147344 0.303998 1.338 0.026 -0.308 -0.330
C 0.960526 -2.133499 2.122527 0.272 -0.664 1.360 0.168
C 1.099251 0.209288 -0.741581 -3.468 2.306 2.753 0.528
H 2.841588 -0.086572 -1.480387 0.506 -0.748 -0.926 0.442
H -0.460232 -0.734312 -1.636687 -0.466 -0.084 0.488 0.432
C -2.611137 -0.085086 -0.212319 0.341 0.498 -0.634 -0.163
Cl -2.760804 -1.662623 -1.022755 0.376 0.151 0.278 0.058
C -1.185032 0.474421 -0.148808 0.059 0.504 0.304 0.447
N 1.878087 -0.335280 -1.599028 2.090 1.602 1.517 -0.708
N 0.994565 -1.646635 1.103057 -0.063 0.370 -1.309 -0.414
C 0.337170 1.949107 0.760307 -0.074 -1.164 -0.848 0.131
H 0.364202 2.901917 1.305803 0.654 -0.668 -0.077 0.252
Cl -3.317416 1.126856 -1.317238 -0.784 -0.004 0.270 0.077
H 1.034092 -2.590312 3.076705 -0.164 -0.173 0.338 0.252
H 2.471738 1.119553 0.611494 -1.405 0.866 -0.211 0.257
N -0.230498 -0.084663 -0.885433 1.027 -0.673 -1.294 -0.526
```
Forces are in eV/Å.

=====

# C12H24Cl3N4NaO2

A molecular structure, C12H24Cl3N4NaO2 in a non-equilibrium geometry (ωB97M-V/def2-TZVPD, the Open Molecules 2025 dataset).

## Properties
Energy ... -2384.06606 Ha
Charge ... 0
Kohn-Sham gap ... 9.2 eV
HOMO energy ... -9.006 eV

Structure (XYZ):
```
46
Properties=species:S:1:pos:R:3:forces:R:3:nbo_charge:R:1
H 1.178839 2.174507 -1.052341 0.087 -0.072 -0.094 0.413
C -2.836312 -0.315159 0.323709 -0.296 -0.094 -0.296 -0.214
H -0.263368 -3.663160 -0.734169 0.120 0.258 -0.087 0.187
Cl 2.152344 -2.531857 -4.231808 0.127 -0.190 -0.198 0.038
H -0.800130 3.222293 -0.772849 0.040 0.075 -0.129 0.194
C 0.911117 -2.869946 0.898445 -0.131 0.247 0.005 -0.415
O 1.629244 0.970623 -2.673702 -0.181 1.040 -0.087 -0.743
H 0.147933 -1.952797 -0.888118 -0.201 -0.742 -0.146 0.158
H 2.777769 1.691935 0.317595 -0.011 0.159 -0.002 0.211
H 0.670161 -3.724547 1.534219 0.041 -0.086 -0.049 0.204
H -1.852057 -3.085329 0.881486 0.012 0.199 -0.029 0.366
N 1.687062 -0.540327 1.112769 0.571 -0.238 0.452 -0.670
C -0.160303 3.116171 0.105818 -0.170 0.234 0.425 -0.213
N -1.413574 -2.292402 0.424839 -0.168 -0.458 0.135 -0.653
N -1.778589 0.676209 0.377482 0.139 -0.223 -0.131 -0.633
H 1.948679 2.818726 1.424334 0.141 -0.084 -0.099 0.184
Cl 2.127050 0.072362 -5.479085 0.119 0.101 -0.209 0.045
H -3.741644 0.078909 -0.172505 0.011 -0.060 0.074 0.162
C 1.836870 1.892596 0.839597 0.020 -0.072 0.514 -0.241
H 0.370629 4.074395 0.240467 -0.041 -0.123 -0.031 0.175
C 1.554773 -0.884624 -4.129076 0.202 -0.091 0.082 -0.215
H -1.468715 3.806514 1.664890 -0.009 0.044 0.038 0.213
H -1.900493 -1.288650 -1.350287 -0.065 -0.110 -0.034 0.184
H -0.431727 2.472021 2.131447 -0.016 0.058 0.140 0.201
H 2.282909 0.808199 2.653006 -0.147 -0.040 -0.048 0.174
C -1.045340 2.861226 1.323325 -0.200 -0.099 -0.262 -0.412
C 1.895914 -0.225640 -2.756266 0.519 -0.196 -1.051 0.695
C 1.586211 0.727064 1.800236 0.178 0.400 0.364 -0.229
N 0.766998 2.024200 -0.137786 0.192 0.685 -0.505 -0.691
C -0.169065 -2.716767 -0.175974 0.222 -0.209 0.070 -0.192
H -2.679828 1.629802 1.980556 -0.016 0.007 -0.096 0.195
H 2.666147 -0.776258 0.982791 -0.065 -0.021 -0.213 0.373
H 1.514922 -1.897853 2.729056 -0.130 0.027 -0.046 0.168
H -0.003759 -1.299924 2.009632 0.097 -0.023 0.116 0.223
H 0.569710 0.784146 2.182715 -0.002 0.075 0.116 0.202
C -2.365681 -1.579333 -0.400301 -0.323 0.320 0.324 -0.220
O 2.258511 -0.988851 -1.864691 1.017 -1.118 0.180 -0.746
H 1.864646 -3.057607 0.405773 0.112 -0.164 0.017 0.222
H -2.961256 2.434625 0.430088 0.017 -0.058 0.104 0.162
H -3.104139 -0.577415 1.352326 -0.040 -0.016 -0.089 0.193
Cl -0.214979 -0.921206 -4.124761 -0.722 -0.114 -0.146 -0.004
H -1.514322 0.909335 -0.577189 -0.046 0.049 0.081 0.345
H -3.242090 -2.195794 -0.634099 0.079 0.072 -0.145 0.192
Na 0.740053 -0.131722 -0.788593 -1.263 0.782 0.292 0.854
C 1.012031 -1.631857 1.783818 0.100 -0.419 0.506 -0.231
C -2.203152 1.903166 1.033181 0.079 0.285 0.189 -0.209
```
Forces are in eV/Å.

=====

# C13H47NO11P

A molecular structure, C13H47NO11P in a non-equilibrium geometry (ωB97M-V/def2-TZVPD, the Open Molecules 2025 dataset).

## Properties
Energy ... -1746.76036 Ha
Charge ... +1
Kohn-Sham gap ... 7.5 eV
HOMO energy ... -11.611 eV

Structure (XYZ):
```
73
Properties=species:S:1:pos:R:3:forces:R:3:mulliken_charge:R:1
H 0.719344 -8.188872 -2.156702 0.148 -0.160 -0.138 0.297
O -7.603091 1.690431 4.056615 0.016 0.071 -0.037 -0.500
O -5.395466 1.807467 0.106527 -0.017 0.089 0.025 -0.461
H 5.748964 4.851851 1.576731 0.041 -0.045 -0.170 0.410
H -5.281056 0.853994 0.133238 0.060 0.005 -0.003 0.352
H -0.436383 3.533902 -0.517794 0.021 -0.013 0.005 0.056
H 1.971526 -7.211342 -5.860978 0.022 -0.016 0.046 0.277
H -1.092828 -6.103129 -4.178701 -0.069 0.000 -0.023 0.240
H -6.849886 3.620976 4.290990 -0.039 0.066 0.006 0.256
O 1.583212 -6.559022 -5.271268 -0.112 0.098 0.053 -0.454
H -2.069070 2.888656 -0.799588 -0.010 0.080 0.014 0.326
H 1.318405 -2.614692 1.670195 0.130 0.040 0.075 0.388
C -6.766843 2.088877 0.389037 0.103 -0.199 0.010 -0.428
H 4.899799 8.737570 3.082426 -0.009 0.069 -0.036 0.262
H 2.788584 4.797811 -2.990194 0.049 -0.048 0.008 0.266
O 2.468376 2.922878 -2.245408 0.026 0.063 -0.017 -0.499
H 2.749781 1.957878 2.676780 -0.041 0.073 0.028 0.076
H 1.826387 -3.001310 -0.000813 0.039 -0.062 0.097 0.507
C -7.764484 3.047592 4.462621 0.106 -0.154 0.034 -0.552
C 0.170912 -1.609721 0.103387 0.591 -0.100 0.028 0.114
O 5.921567 7.029446 2.466044 -0.100 0.056 0.039 -0.490
C 1.467151 -2.219245 0.669694 -0.418 -0.205 -0.414 -1.435
H 1.637914 4.730988 -1.642158 -0.017 0.122 -0.073 0.218
C 2.054730 -7.961120 -0.755563 -0.105 -0.033 -0.073 -0.613
H -6.899031 3.167336 0.358604 0.049 0.014 -0.030 0.192
H 4.489725 8.151425 1.449543 -0.005 0.075 -0.012 0.256
O 2.042671 0.009288 2.413111 -0.151 0.164 0.061 -0.471
H -2.038607 -6.428467 -2.701316 -0.096 0.007 -0.094 0.296
H -7.415372 1.631136 -0.362128 -0.078 0.072 0.019 0.275
C 1.818827 1.391945 2.731736 0.170 -0.060 0.079 -0.125
H -7.047583 1.726656 1.380797 -0.059 0.053 0.004 0.170
H -6.897221 1.310121 4.586020 -0.034 -0.037 0.001 0.283
H -2.091939 -4.822195 -3.460977 0.011 0.016 -0.009 0.280
H 5.157985 4.088052 3.687839 -0.034 -0.044 0.025 0.309
H 0.203647 -5.996495 -2.258722 0.377 0.026 -0.134 0.296
C 1.976011 4.226034 -2.551278 -0.104 -0.271 0.121 -0.545
H 1.348431 -7.786934 0.060661 0.048 -0.023 0.046 0.260
H 1.745603 2.421540 -1.857657 0.025 -0.008 0.017 0.287
P -1.133882 -2.783164 -0.187479 0.468 0.500 -0.656 0.418
H 6.054138 8.931127 1.750705 0.025 -0.014 -0.001 0.215
H -8.038631 3.111376 5.518032 -0.026 0.072 -0.009 0.292
H -8.565241 3.474718 3.864959 -0.013 -0.026 -0.019 0.217
H 0.726272 -4.719166 -5.378895 0.010 0.004 0.019 0.152
O 4.463935 4.082840 3.021382 0.001 0.095 -0.097 -0.573
H 2.666009 -0.338705 3.057831 0.010 0.016 -0.018 0.269
H 5.249085 6.453750 2.846780 -0.002 0.018 0.018 0.322
H -0.175322 -0.768455 0.706918 -0.150 -0.044 0.050 0.002
H 0.406051 -5.758329 -6.785272 -0.014 0.140 -0.046 0.296
H -1.589552 3.440145 0.826442 -0.006 0.039 -0.028 0.299
H 1.154874 4.168818 -3.270135 -0.009 0.129 -0.002 0.266
H 2.181593 -1.406793 0.686003 0.165 -0.068 0.214 0.328
H -0.674866 -4.098633 -0.357283 -0.257 -0.040 0.294 0.192
O -0.357321 -5.227792 -2.444529 -0.289 0.224 0.360 -0.376
H 1.114678 1.787213 2.004138 -0.007 -0.073 -0.035 -0.039
H 2.003715 -4.989515 -6.579345 -0.048 0.060 -0.023 0.312
H 5.685651 3.075602 1.658218 -0.033 -0.015 -0.060 0.261
H -1.784373 -2.426662 -1.372535 -0.143 -0.190 0.103 0.230
H 1.394259 1.488901 3.732821 -0.014 0.070 -0.009 0.298
O -0.723584 1.645115 0.199081 0.005 -0.147 -0.044 -0.372
O -2.304173 -2.709895 0.963703 -0.210 -0.630 -0.445 -0.368
C 5.098528 3.993591 1.739875 0.159 -0.065 0.137 -0.574
H 0.401878 -1.197979 -0.884968 -0.247 0.027 -0.076 0.421
H 2.366954 -9.006088 -0.745046 0.036 0.014 0.048 0.297
H -1.438271 1.132080 0.588938 -0.120 0.187 0.013 0.232
C -1.456525 -5.678152 -3.242110 0.260 -0.118 0.115 -0.698
C -3.243015 -1.848938 0.636387 0.796 0.804 0.328 0.456
H 4.321720 3.985033 0.978874 -0.065 -0.008 0.059 0.160
O 1.481384 -7.616435 -2.019015 -0.334 0.228 0.192 -0.506
H 2.927610 -7.330515 -0.611163 0.009 0.012 -0.045 0.230
N -3.801028 -0.894069 0.319295 -0.526 -0.401 0.017 -0.381
C 1.161585 -5.449605 -6.057766 0.071 -0.261 -0.022 -0.558
C -1.246733 2.951861 -0.086233 -0.033 -0.155 0.016 -0.543
C 5.297690 8.276606 2.175277 -0.006 -0.164 0.073 -0.555
```
Forces are in eV/Å.